The following is a quantum chemistry calculation of a cluster of 3 separate species, CH2N2O2S in total in a non-equilibrium geometry, from the OMol25 dataset.

```
8
Properties=species:S:1:pos:R:3:forces:R:3:mulliken_charge:R:1
S 2.458 -0.749 0.201 0.10 -0.53 0.19 -0.314
O -1.575 -0.745 0.913 -0.12 0.92 1.36 -0.343
O -1.375 -2.206 -0.837 0.19 -1.12 -1.35 -0.353
N -1.228 3.041 -0.199 0.06 -1.39 0.19 -0.200
N -1.171 1.951 -0.069 -0.03 1.52 -0.26 0.199
C -1.465 -1.478 0.041 -0.04 0.07 0.05 0.711
H 1.877 0.236 0.871 -0.17 0.29 0.20 0.149
H 2.479 -0.050 -0.922 0.00 0.24 -0.39 0.151
```
Positions in Å, forces in eV/Å.

Results
**ΔE to the lowest compared entry with this formula, charge and spin**: 0.001 eV


The following is a quantum chemistry calculation of the ion C3H10N3O with charge +1 in a non-equilibrium geometry, from the OMol25 dataset.

```
17
Properties=species:S:1:pos:R:3:forces:R:3:mulliken_charge:R:1
O -0.350 1.276 0.213 -1.01 -5.73 2.61 -0.318
N 2.307 0.875 1.407 2.64 1.36 0.85 -0.580
N 1.655 -0.062 1.040 -0.01 -2.37 -0.86 0.015
N -0.073 -1.192 -0.029 -3.80 4.57 -0.35 -0.203
C 0.247 0.076 0.808 -2.68 1.33 1.75 0.198
C 0.516 2.103 -0.402 0.32 1.58 -3.16 -0.771
C -1.644 -1.515 -0.098 0.99 -0.48 3.38 -0.710
H 0.057 2.383 -1.386 0.46 0.20 0.87 0.245
H -1.578 -2.371 -0.702 -0.85 -1.05 -0.89 0.380
H 1.446 1.644 -0.609 1.03 -0.18 -0.39 0.457
H -2.029 -1.790 0.968 1.08 0.32 -1.87 0.320
H 0.640 2.905 0.255 0.62 1.78 0.44 0.291
H -2.316 -0.713 -0.429 1.10 0.11 -0.39 0.298
H 3.350 0.548 1.524 -2.12 0.54 -0.09 0.292
H 0.108 -0.848 -0.957 0.49 -0.23 -0.90 0.366
H 0.593 -1.863 0.209 0.95 -2.03 0.67 0.341
H -0.279 -0.090 1.828 0.78 0.28 -1.67 0.378
```
Positions in Å, forces in eV/Å.

Results
**Charge**: +1
**ΔE to the lowest compared entry with this formula, charge and spin**: 5.604 eV


The following is a quantum chemistry calculation of a cluster of 2 separate species, C3H10NS2 in total, from the OMol25 dataset.

```
16
Properties=species:S:1:pos:R:3:forces:R:3:mulliken_charge:R:1
S -2.312 -0.187 -0.033 0.07 0.14 -0.14 0.005
S -0.750 0.753 -0.992 -0.02 -0.11 0.12 -0.247
N 2.863 -0.052 -0.174 0.70 -0.14 0.63 0.027
C 2.474 1.139 0.022 -0.21 -0.04 -0.05 -0.204
C 2.333 -1.264 0.486 0.16 0.28 -0.32 -0.657
C -1.521 -0.967 1.382 0.01 0.18 0.22 -0.690
H 3.031 1.961 -0.402 0.01 0.04 -0.16 0.268
H 3.190 -1.833 0.834 0.01 -0.04 0.07 0.340
H -2.325 -1.380 1.991 -0.03 -0.15 -0.10 0.341
H -0.743 1.924 -0.324 -0.14 0.01 -0.03 0.186
H 3.747 -0.181 -0.663 -0.23 -0.01 -0.28 0.309
H -0.838 -1.752 1.081 0.01 -0.19 -0.05 0.204
H -1.009 -0.237 2.003 0.05 0.13 0.00 0.258
H 1.584 1.322 0.609 -0.02 -0.05 0.10 0.316
H 1.717 -0.959 1.319 -0.21 -0.04 0.06 0.245
H 1.785 -1.850 -0.243 -0.16 -0.03 -0.06 0.300
```
Positions in Å, forces in eV/Å.

Results
**Charge**: +1
**ΔE to the lowest compared entry with this formula, charge and spin**: 1.311 eV


The following is a quantum chemistry calculation of a structure of composition C8H11IS in a non-equilibrium geometry, from the OMol25 dataset.

```
21
Properties=species:S:1:pos:R:3:forces:R:3:mulliken_charge:R:1
I -0.790 -3.448 1.569 0.14 1.13 -0.46 0.087
S 0.946 -2.819 -0.981 -0.02 0.12 -0.28 -0.157
C -2.159 0.325 0.795 2.06 0.70 2.84 -1.678
C 1.292 1.082 -1.934 0.39 -1.67 2.44 -1.445
C -0.651 0.631 0.630 -0.55 3.06 -0.20 0.917
C 1.374 -1.410 -1.768 1.31 -0.96 -0.62 -0.632
C 0.992 -0.251 -1.210 -2.73 1.71 -0.68 0.346
C 0.021 -2.049 0.165 -0.70 4.29 -0.51 -0.321
C 0.108 0.816 1.958 -1.22 -0.74 2.28 -1.230
C -0.005 -0.362 -0.218 1.75 -6.24 1.24 0.157
H -2.145 -0.553 1.409 -0.46 -0.71 0.46 0.323
H -2.761 1.073 1.319 0.39 0.16 -0.14 0.378
H 1.917 -1.382 -2.677 0.60 -0.56 -0.58 0.385
H 1.897 1.565 -1.179 0.83 0.73 -0.56 0.351
H 0.896 1.562 1.921 -0.29 0.49 0.00 0.342
H -0.590 0.939 2.927 1.45 0.14 -2.32 0.274
H 1.674 1.004 -2.926 0.73 -0.24 -0.36 0.410
H -2.580 0.076 -0.088 -1.41 -0.65 -2.95 0.481
H 0.420 1.642 -1.970 -1.83 1.10 -0.21 0.395
H 0.661 -0.095 2.151 -0.01 -0.40 0.21 0.353
H -0.516 1.653 0.106 -0.44 -1.47 0.40 0.263
```
Positions in Å, forces in eV/Å.

Results
**ΔE to the lowest compared entry with this formula, charge and spin**: 1.552 eV


The following is a quantum chemistry calculation of a structure of composition C16H24F12Na2O12P2 in a non-equilibrium geometry, from the OMol25 dataset.

```
68
Properties=species:S:1:pos:R:3:forces:R:3:mulliken_charge:R:1
P 26.628 2.547 5.836 -0.79 0.45 0.93 1.324
P 27.474 3.837 0.983 -0.50 1.40 -0.27 1.349
Na 26.881 1.297 2.775 0.02 0.42 0.54 0.885
Na 27.730 5.796 4.061 -0.10 -0.54 -0.04 0.804
F 25.690 3.713 6.465 0.24 -0.26 -0.42 -0.368
F 26.628 3.643 -0.357 0.05 0.49 -0.05 -0.367
F 27.922 3.214 6.504 -0.04 -0.20 0.00 -0.358
F 25.345 1.935 5.022 0.09 -0.34 0.01 -0.366
F 26.876 5.363 1.195 0.02 -0.58 -0.17 -0.321
F 28.013 2.301 0.762 0.38 0.26 0.87 -0.389
F 27.564 1.363 5.194 0.03 0.01 -0.67 -0.410
F 26.872 3.457 4.496 0.36 0.33 -0.16 -0.415
F 28.725 4.490 0.236 0.09 -0.65 -0.31 -0.397
F 28.244 4.016 2.399 0.50 -0.49 -0.17 -0.400
F 26.333 1.609 7.089 0.12 0.06 -0.10 -0.323
F 26.221 3.248 1.851 -0.35 -0.33 -0.11 -0.394
O 26.174 7.976 3.907 0.61 -0.09 0.21 -0.636
O 22.916 2.077 -4.621 -0.10 -0.21 -0.21 -0.523
O 30.055 4.767 4.572 -0.39 0.16 -0.09 -0.394
O 31.954 4.636 5.761 -0.07 -0.22 -0.19 -0.352
O 24.023 3.420 -6.055 0.40 -0.40 -0.23 -0.333
O 24.742 8.198 2.189 -0.07 -0.11 0.15 -0.367
O 24.107 3.822 -3.876 -0.26 0.12 -0.15 -0.311
O 31.946 5.709 3.814 -0.28 -0.03 -0.12 -0.285
O 33.558 0.596 -1.959 0.29 -0.18 -0.07 -0.534
O 31.621 1.677 -1.631 -0.08 -0.48 0.52 -0.392
O 33.391 2.221 -0.404 -0.05 -0.02 -0.03 -0.384
O 25.108 6.208 3.080 -0.26 -0.15 0.12 -0.131
C 22.978 5.161 2.707 0.50 -0.41 -0.26 -1.413
C 32.919 1.402 -1.373 -0.30 0.48 -0.18 0.585
C 24.974 4.466 -5.910 -0.27 1.12 -0.29 -0.474
C 24.802 4.931 -4.459 0.83 0.17 0.11 0.496
C 32.316 2.956 0.195 -0.22 -0.07 0.60 0.609
C 24.107 5.923 2.039 0.16 0.27 1.17 0.760
C 23.616 3.005 -4.845 0.00 0.27 0.67 0.628
C 33.271 5.209 5.687 -0.07 0.70 -0.42 0.494
C 23.740 7.357 1.617 -0.39 -0.50 -0.56 -0.527
C 32.569 4.440 0.258 -0.25 0.11 -0.54 -1.230
C 33.270 5.874 4.279 0.76 -0.14 0.84 -0.521
C 31.215 5.002 4.707 0.35 0.27 0.09 0.576
C 31.068 2.528 -0.602 1.17 -0.04 -0.82 0.006
C 26.110 5.090 -3.687 -0.72 -1.02 -0.06 -1.273
C 25.393 7.500 3.134 -0.12 0.11 -0.60 0.677
C 34.364 4.195 5.942 0.10 -0.47 0.16 -1.263
H 24.640 5.308 1.320 -0.17 0.27 -0.26 0.013
H 26.635 4.144 -3.843 0.41 0.24 0.03 0.357
H 33.284 6.015 6.420 0.06 -0.19 0.18 0.315
H 30.613 3.326 -1.179 -0.42 0.21 0.58 0.227
H 32.235 2.580 1.218 -0.05 -0.02 -0.01 0.121
H 34.004 5.422 3.612 -0.29 -0.21 -0.19 0.266
H 24.218 5.849 -4.365 -0.35 -0.21 -0.09 0.281
H 33.946 3.212 6.162 -0.18 0.09 -0.05 0.336
H 26.011 4.193 -6.116 -0.17 -0.65 0.04 0.283
H 23.687 7.479 0.537 0.35 0.16 0.02 0.326
H 31.634 4.927 0.542 0.09 0.01 0.24 0.323
H 23.412 4.523 3.478 -0.01 -0.04 -0.01 0.273
H 33.532 6.926 4.379 -0.29 0.09 -0.21 0.292
H 30.405 1.965 0.042 -0.42 0.06 -0.29 0.067
H 32.820 4.834 -0.730 0.16 -0.06 0.04 0.372
H 25.848 5.100 -2.629 0.23 0.37 0.05 0.184
H 22.523 4.495 1.974 -0.34 0.17 0.07 0.385
H 35.016 4.067 5.078 0.02 0.10 0.01 0.343
H 34.972 4.456 6.806 0.03 0.13 -0.07 0.302
H 24.703 5.218 -6.653 0.03 0.12 0.18 0.297
H 22.765 7.639 2.015 0.06 0.05 0.15 0.301
H 26.709 5.945 -3.982 -0.03 0.05 -0.02 0.390
H 22.259 5.823 3.181 -0.15 -0.01 -0.08 0.414
H 33.351 4.689 0.970 0.05 0.04 -0.02 0.189
```
Positions in Å, forces in eV/Å.


The following is a quantum chemistry calculation of the molecule C2H3BrOS in a non-equilibrium geometry, from the OMol25 dataset.

```
8
Properties=species:S:1:pos:R:3:forces:R:3:mulliken_charge:R:1
Br -2.215 1.188 0.903 -0.88 0.35 -0.10 -0.013
S 0.710 0.873 1.765 -0.18 0.36 0.00 -0.286
O 1.245 -0.574 -0.835 2.79 0.02 2.45 -0.483
C -0.098 -0.393 -0.679 1.08 2.53 3.62 -0.428
C -0.467 0.704 0.694 2.16 -2.78 -1.97 0.213
H -0.421 0.074 -1.542 -1.25 0.74 -1.66 0.347
H 1.802 -0.591 0.076 -2.34 0.17 -2.65 0.313
H -0.556 -1.281 -0.381 -1.38 -1.39 0.32 0.337
```
Positions in Å, forces in eV/Å.

Results
**ΔE to the lowest compared entry with this formula, charge and spin**: 1.526 eV


Number 1: HOMO -9.95 eV, LUMO level 0.6 eV, gap between HOMO and LUMO 10.57 eV. Number 2: HOMO -13.82 eV, LUMO level -4.1 eV, gap between HOMO and LUMO 9.76 eV. Number 3: HOMO -12.36 eV, LUMO level -5.2 eV, gap between HOMO and LUMO 7.20 eV. Number 4: HOMO -7.79 eV, LUMO level 0.3 eV, gap between HOMO and LUMO 8.10 eV. Number 5: HOMO -10.88 eV, LUMO level -0.4 eV, gap between HOMO and LUMO 10.46 eV. Number 6: HOMO -9.32 eV, LUMO level -0.6 eV, gap between HOMO and LUMO 8.71 eV.